(1)
15
Properties=species:S:1:pos:R:3 method="wB97M-V/def2-TZVPD" orbital_gap_ev=8.016 de_lowest_kj_mol=343.6 lumo_ha=0.0165
C 2.80419 -0.50641 0.34131
C 1.95582 -1.54743 0.15731
Si 0.29325 -0.77469 -0.25506
C 0.84336 0.86162 -0.13612
C 2.30140 0.88320 0.34128
H 3.79560 -0.50247 0.61946
H 2.10056 -2.65891 0.12750
H -1.11016 -1.05656 -0.01136
H 0.49693 1.75881 -0.40239
H 2.90627 1.52137 -0.15702
H 2.38882 1.26818 1.47056
C -4.99627 -0.02602 -0.11804
O -4.09626 -0.43050 0.56720
H -6.00956 0.16344 0.35148
H -4.92076 0.10151 -1.24955

=====

(2)
30
Properties=species:S:1:pos:R:3 method="wB97M-V/def2-TZVPD" orbital_gap_ev=9.497 de_lowest_kj_mol=530.2 lumo_ha=-0.0278
O -3.23595 0.98980 -0.24819
H -3.65412 0.12876 -0.34246
H -2.47796 0.71391 0.01160
O 2.70854 -1.19746 0.31506
H 2.48040 -0.66733 1.01251
H 3.57866 -1.34549 0.53658
O 1.39473 -0.10137 2.56083
H 1.56023 0.78619 2.76069
H 1.29224 -0.38989 3.58657
O -1.14479 -3.01783 1.06659
H -1.00119 -2.50763 0.15689
H -0.47354 -3.63533 1.13309
O 1.79352 -0.15660 -3.54590
H 2.68898 -0.53008 -3.07360
H 1.04283 -0.41226 -3.06135
O -0.00678 2.30367 -2.03183
H 0.84727 2.50198 -2.26986
H -0.04824 2.31376 -1.09527
O -0.36464 2.88223 0.61005
H 0.37457 2.46390 1.19362
H -0.69069 3.77529 0.88767
O 0.09103 -0.33779 -0.43184
H -0.03110 0.33702 0.23494
H 0.93213 -0.73771 -0.02697
O -1.41170 -0.11278 -2.93916
H -1.02499 0.55126 -2.20342
H -1.86743 -0.71349 -2.36836
O -1.28454 -1.12825 2.85790
H -0.44552 -1.01970 2.41028
H -1.62195 -1.73678 2.30334

=====

(3)
134
Properties=species:S:1:pos:R:3 method="wB97M-V/def2-TZVPD" orbital_gap_ev=8.636 lumo_ha=0.0159
C -4.67697 5.59290 1.42060
C -3.93358 4.47539 0.46738
O -2.97804 4.89943 -0.39873
N -4.25657 2.98305 0.45418
C -5.56701 2.85468 -0.30124
C -4.34323 2.40749 1.85159
C -4.07366 0.76458 1.71286
C -2.98030 0.28650 2.85151
C -1.81251 -0.71743 2.28783
Si -0.13018 0.20602 1.87529
B 1.31546 -0.73649 2.73933
O 1.18788 -2.23232 2.83215
N 2.58766 -0.13537 3.30544
C 3.51161 0.41026 2.24009
C 2.33253 0.84506 4.42802
H -5.77605 5.25219 1.64992
H -4.07383 5.84657 2.40043
H -4.72999 6.60212 0.80300
H -5.48596 1.95670 -1.06449
H -6.48853 2.76146 0.42857
H -5.71865 3.86140 -0.91361
H -5.42530 2.50985 2.34037
H -3.59565 2.93577 2.58104
H -3.70897 0.46825 0.64059
H -5.10841 0.23647 1.89019
H -3.59506 -0.28520 3.70036
H -2.51089 1.22468 3.38893
H -2.23124 -1.18455 1.27614
H -1.67517 -1.56597 3.09437
H -0.00603 0.31711 0.41825
H -0.26835 1.56175 2.45763
H 1.95061 -2.55362 2.23486
H 3.97766 -0.52739 1.66794
H 4.44524 0.96585 2.72608
H 2.99896 1.07947 1.42873
H 2.19162 0.24926 5.43849
H 1.49094 1.63182 4.22307
H 3.33820 1.47201 4.56963
C -0.38234 -4.65595 -1.74925
C -0.80209 -3.19541 -1.70321
C 0.39591 -2.26966 -1.84269
O -1.46080 -2.93212 -0.46697
H 0.30112 -4.89341 -0.92625
H -1.25312 -5.31037 -1.63533
H 0.11377 -4.89435 -2.69524
H -1.51917 -2.99292 -2.50621
H 1.10690 -2.42259 -1.02301
H 0.08020 -1.22200 -1.79542
H 0.91536 -2.43655 -2.79147
H -0.83164 -3.10924 0.25188
C -4.99228 -1.29718 -4.97680
C -5.12245 -0.16625 -3.96908
C -3.92593 -0.11808 -3.03222
O -6.31248 -0.34826 -3.20606
H -4.94400 -2.26848 -4.47173
H -5.86611 -1.32737 -5.63635
H -4.09402 -1.17747 -5.59052
H -5.21486 0.78889 -4.49746
H -3.83990 -1.04759 -2.45829
H -4.03918 0.69278 -2.30477
H -2.99571 0.03695 -3.58765
H -6.23940 -1.19398 -2.73342
C -3.78430 -4.04948 -7.93080
C -2.54357 -3.17468 -7.84853
C -1.51479 -3.57195 -8.89518
O -1.96686 -3.29397 -6.55057
H -3.53511 -5.10105 -7.74931
H -4.51064 -3.76021 -7.16382
H -4.26042 -3.96770 -8.91288
H -2.82346 -2.12475 -7.98750
H -1.18522 -4.60658 -8.74784
H -0.62235 -2.94203 -8.81605
H -1.92289 -3.47587 -9.90616
H -1.71526 -4.22304 -6.41830
C 6.81323 -1.31433 3.47393
C 6.57088 -2.34245 2.38044
C 7.86625 -3.01559 1.95550
O 5.97961 -1.70200 1.25274
H 7.48437 -0.52158 3.12469
H 5.87418 -0.82928 3.76102
H 7.25342 -1.77883 4.36180
H 5.86273 -3.09862 2.73645
H 8.57466 -2.28312 1.55249
H 7.67826 -3.74402 1.15955
H 8.33801 -3.53106 2.79787
H 6.60137 -1.02886 0.92985
C -0.80278 -4.72253 2.61777
C -0.05539 -5.92337 2.06023
C -0.30928 -7.16987 2.89298
O 1.34208 -5.64356 2.04315
H -0.47450 -4.49594 3.63843
H -0.60088 -3.83017 2.01574
H -1.88263 -4.90038 2.62944
H -0.36637 -6.10254 1.02524
H 0.03647 -7.02996 3.92335
H 0.24461 -8.02313 2.48722
H -1.37435 -7.42107 2.91291
H 1.62713 -5.48313 2.95801
C -6.60440 3.69946 -5.41390
C -5.13640 3.83725 -5.78468
C -4.47112 4.96108 -5.00616
O -5.02468 4.09978 -7.18114
H -7.15527 4.61770 -5.64677
H -7.07315 2.89514 -5.99082
H -6.72343 3.48141 -4.34800
H -4.61635 2.89381 -5.58599
H -4.94642 5.92397 -5.22459
H -3.41826 5.05660 -5.29225
H -4.52623 4.78084 -3.92804
H -5.48364 4.93573 -7.36691
C 11.42765 1.03485 5.26498
C 10.43495 0.84477 4.12925
C 10.00336 2.17877 3.54114
O 9.28908 0.15006 4.61491
H 10.98237 1.61386 6.08187
H 11.71989 0.06721 5.68661
H 12.32782 1.55289 4.91976
H 10.88579 0.22580 3.34590
H 9.50765 2.79827 4.29696
H 9.27971 2.02702 2.73318
H 10.86085 2.73110 3.14427
H 8.88222 0.69223 5.31096
C 0.58144 5.63164 2.14841
C 1.16523 4.80144 3.28041
C 0.82389 5.39640 4.63731
O 2.58173 4.73623 3.13632
H 0.98586 6.65004 2.16041
H 0.84549 5.19849 1.17775
H -0.50910 5.68787 2.22202
H 0.78229 3.77682 3.22094
H 1.23689 6.40644 4.73746
H 1.26086 4.79543 5.44192
H -0.25938 5.44560 4.78552
H 2.93053 5.64157 3.18784

=====

(4)
16
Properties=species:S:1:pos:R:3 method="wB97M-V/def2-TZVPD" orbital_gap_ev=10.613 de_lowest_kj_mol=16.6 lumo_ha=0.0318
C 1.14847 -1.45673 -0.69653
P 1.15378 0.25646 0.15739
O 2.49047 0.71207 0.51447
C 0.10804 1.20266 -0.93447
C -1.16659 1.01023 -0.70749
C -1.49385 0.21192 0.55556
C -0.19043 0.22462 1.41696
H 2.08591 -1.76943 -0.51538
H 0.51218 -2.16237 -0.34793
H 0.92046 -1.30369 -1.78098
H 0.66119 1.59788 -1.88177
H -2.06251 1.25614 -1.45046
H -2.26693 0.57503 1.28021
H -1.69702 -0.81416 0.24365
H -0.20721 1.10217 2.07164
H 0.00404 -0.64282 2.07514

=====

(5)
7
Properties=species:S:1:pos:R:3 method="wB97M-V/def2-TZVPD" orbital_gap_ev=9.116 de_lowest_kj_mol=206.4 lumo_ha=-0.0042
O 1.46105 -0.86812 0.99189
F -1.70993 0.48723 -1.18614
P 0.51333 -0.79769 -0.28088
P -0.47633 1.14583 -0.30655
H 1.20118 -0.39756 1.71227
H -1.26605 -1.06855 0.51744
H 0.27675 1.49887 -1.44803

=====

(6)
43
Properties=species:S:1:pos:R:3 method="wB97M-V/def2-TZVPD" orbital_gap_ev=8.453 de_lowest_kj_mol=445.3 lumo_ha=-0.0105
C 2.59467 2.86473 0.03343
C 2.16370 1.45957 0.22020
N 2.51921 0.42140 -0.51284
N 1.83461 -0.68708 0.00951
S 1.74716 -2.35558 -0.68001
O 2.86048 -2.69755 -1.56510
O 1.57269 -3.35331 0.38603
C 0.21631 -2.28581 -1.66813
C 0.08334 -1.47223 -2.76189
C -1.19814 -1.27017 -3.51529
C -1.36784 -0.12661 -4.28656
C -2.55885 0.05207 -5.00574
C -3.59336 -0.88940 -4.95654
C -3.42998 -2.05055 -4.17407
C -2.20617 -2.22903 -3.52339
C 1.06884 -0.29637 1.11723
C 1.28539 0.99957 1.27486
C 0.29065 1.63440 2.22493
C -0.54913 0.42980 2.64737
C 0.02097 -0.89061 2.01242
C 0.27834 1.18645 3.68532
C 1.42741 0.42894 4.39244
C -0.47995 2.19152 4.56215
H 1.82270 3.43063 -0.51748
H 2.73940 3.31655 0.99974
H 3.57224 2.88066 -0.46971
H -0.58031 -2.89333 -1.29059
H 0.90263 -0.86462 -3.13442
H -0.61890 0.64187 -4.38392
H -2.67937 1.00260 -5.53382
H -4.49982 -0.69281 -5.44706
H -4.17317 -2.84463 -4.15382
H -2.11267 -3.16157 -2.93878
H -0.20424 2.56464 1.93533
H -1.63273 0.57127 2.67550
H 0.43582 -1.60693 2.72452
H -0.72460 -1.35661 1.38836
H 2.09045 1.10944 4.97450
H 1.03160 -0.31177 5.12237
H 2.04520 -0.16608 3.71474
H 0.20531 2.93836 4.96090
H -1.26864 2.68717 4.02871
H -0.93126 1.69100 5.42858

=====

(7)
71
Properties=species:S:1:pos:R:3 method="wB97M-V/def2-TZVPD" s2=3.766 orbital_gap_ev="7.625 / 7.523" de_lowest_kj_mol=0.0 multiplicity=4 lumo_ha="-0.2382 / -0.2470" total_charge=+2
V -0.21767 0.04053 -0.64450
C 1.15562 -2.87264 -1.96397
C 2.23681 -1.91106 -2.38885
C 2.94858 -2.13087 -3.55780
C 3.93408 -1.24454 -3.96438
C 4.23036 -0.13976 -3.18698
C 3.56344 0.10725 -1.99031
C 3.98188 1.28922 -1.15546
C 2.55683 -0.78901 -1.61232
N 1.73333 -0.54662 -0.45196
C 2.19172 -0.55070 0.74979
C 3.59083 -0.88478 1.13533
C 1.17503 -0.28410 1.82587
C 1.63498 -0.17924 3.23809
N -0.03999 -0.14741 1.41608
C -1.16061 -0.23868 2.31673
C -1.33764 -1.40147 3.08249
C -0.37574 -2.56290 3.09973
C -2.49383 -1.50713 3.85239
C -3.44458 -0.50661 3.86795
C -3.26085 0.62782 3.09252
C -2.13158 0.77533 2.30430
C -1.94714 2.03387 1.50192
H 1.22512 -3.79781 -2.53242
H 0.15994 -2.45954 -2.15652
H 1.22446 -3.12719 -0.90391
H 2.72747 -3.00676 -4.15390
H 4.47583 -1.42110 -4.88333
H 5.00733 0.54561 -3.50156
H 4.32958 2.09830 -1.79611
H 4.81487 1.02623 -0.50026
H 3.17950 1.67393 -0.52874
H 4.17628 -1.19105 0.27317
H 3.58660 -1.69526 1.86703
H 4.07545 -0.03091 1.61236
H 2.42694 0.57013 3.29673
H 2.06365 -1.11881 3.59116
H 0.82030 0.10534 3.89932
H 0.29294 -2.58910 2.23734
H -0.93222 -3.49963 3.11393
H 0.23969 -2.55031 4.00122
H -2.64517 -2.40266 4.44191
H -4.33126 -0.60918 4.47848
H -4.00271 1.41604 3.10212
H -2.84582 2.64592 1.54513
H -1.75948 1.82957 0.44065
H -1.11946 2.63767 1.87551
I 1.93262 5.57343 0.60196
C 1.25871 4.19547 -0.79875
C 1.19979 4.49227 -2.15435
C 0.75864 3.51778 -3.03603
C 0.38610 2.28562 -2.53860
N 0.42448 1.99789 -1.22665
C 0.86253 2.93859 -0.37941
H 1.49857 5.46682 -2.51695
H 0.70833 3.71013 -4.09820
H 0.04801 1.49928 -3.20679
H 0.91383 2.66562 0.66632
Se -1.92200 -3.01033 -0.14476
N -1.87144 -1.32406 -0.77123
C -3.13171 -0.89742 -0.85851
C -3.54834 0.38169 -1.32348
C -4.87634 0.66549 -1.33060
C -5.86372 -0.28020 -0.89418
C -5.51599 -1.51308 -0.45954
C -4.12807 -1.85744 -0.42937
N -3.66282 -3.02466 -0.02844
H -2.82495 1.10250 -1.69296
H -5.21214 1.62885 -1.69104
H -6.90526 0.00687 -0.93323
H -6.24253 -2.24705 -0.14119

=====

(8)
13
Properties=species:S:1:pos:R:3 method="wB97M-V/def2-TZVPD" orbital_gap_ev=7.418 de_lowest_kj_mol=200.9 lumo_ha=-0.0446
C 2.09521 -0.61903 0.45500
C 0.72490 -0.35349 -0.29489
N 0.09169 0.89529 0.06088
Si -2.28420 0.74604 -0.30166
I -3.00298 2.77296 -1.41166
I -2.51344 -1.22412 -1.73886
I -3.42443 0.24947 1.86355
H 1.79674 -0.56851 1.44424
H 2.46618 -1.61057 0.33528
H 2.83675 0.23275 0.15559
H 0.77736 -0.38294 -1.48874
H 0.16608 -1.23291 -0.13433
H 0.27012 1.09506 1.05562